Entry from OMol25: a cluster of 2 separate species, C3H11N2S in total at a distorted geometry (the ωB97M-V functional and the def2-TZVPD basis).

energy relative to the best compared isomer or geometry (same formula, charge and spin): 18.9 kcal per mole
HOMO energy: -12.529 eV
orbital gap: 8.7 eV
charge: +1

The geometry in XYZ format:
```
17
Properties=species:S:1:pos:R:3:mulliken_charge:R:1
C 0.736 -2.661 1.009 -0.787
C 1.602 -1.570 1.588 -0.522
S 1.517 0.047 0.632 -0.267
H 1.285 -3.255 0.276 0.267
H 0.440 -3.355 1.804 0.287
H -0.069 -2.234 0.386 0.191
H 2.655 -1.831 1.546 0.359
H 1.453 -1.259 2.618 0.396
H 2.850 0.130 0.578 0.176
N -0.797 1.046 -0.989 -0.283
C -1.740 1.774 -1.524 0.180
N -3.044 1.582 -1.438 -0.307
H -0.934 0.478 -0.165 0.239
H 0.147 1.347 -1.185 0.227
H -1.424 2.586 -2.160 0.336
H -3.630 1.956 -2.159 0.266
H -3.321 0.865 -0.785 0.242
```


Entry from OMol25: the ion C3H11N2S2 with charge +1 at a distorted geometry (the ωB97M-V functional and the def2-TZVPD basis).

energy relative to the best compared isomer or geometry (same formula, charge and spin): 49.2 kcal per mole
HOMO energy: -13.085 eV
orbital gap: 9.7 eV
SMILES: CC[C@@](N)([NH3+])SS
charge: +1

The geometry in XYZ format:
```
18
Properties=species:S:1:pos:R:3:mulliken_charge:R:1
C -1.081 1.732 -0.786 -1.371
C -1.251 0.265 -0.567 -0.575
C -0.079 -0.241 0.244 -0.208
N 0.021 0.187 1.486 -0.340
N 0.002 -1.790 0.039 -0.150
S 3.000 -0.299 0.449 -0.222
S 1.573 0.385 -0.715 0.057
H -0.390 2.121 -0.073 0.422
H -0.548 2.024 -1.707 0.365
H -1.979 2.198 -0.710 0.364
H -1.344 -0.193 -1.482 0.432
H -2.146 0.048 0.156 0.390
H -0.564 0.883 1.949 0.291
H 1.058 0.342 1.873 0.258
H -0.946 -2.060 0.200 0.361
H 0.301 -1.931 -0.920 0.389
H 0.627 -2.421 0.606 0.363
H 3.746 -1.251 -0.041 0.175
```


Entry from OMol25: a cluster of 2 separate species, C3H11N3 in total at a distorted geometry (the ωB97M-V functional and the def2-TZVPD basis).

energy relative to the best compared isomer or geometry (same formula, charge and spin): 89.2 kcal per mole
HOMO energy: -7.818 eV
orbital gap: 8.7 eV
SMILES: C/C=N\C.NN

The geometry in XYZ format:
```
17
Properties=species:S:1:pos:R:3:mulliken_charge:R:1
C 0.343 0.297 -0.756 0.505
C 1.602 -1.421 0.373 -0.765
C 1.044 1.414 -0.020 -1.302
N -1.425 -0.066 0.096 -0.312
N 0.709 -1.005 -0.697 -0.706
N -2.729 0.234 -0.417 -0.616
H -1.338 0.031 1.111 0.235
H -0.901 -1.032 -0.210 0.373
H -0.073 0.615 -1.721 0.325
H -3.117 1.061 0.031 0.226
H -3.364 -0.539 -0.229 0.232
H 1.848 -2.475 0.224 0.291
H 2.552 -0.870 0.385 0.276
H 1.156 -1.344 1.379 0.238
H 0.459 2.334 -0.084 0.374
H 1.222 1.163 1.027 0.321
H 2.012 1.602 -0.492 0.305
```


Entry from OMol25: a cluster of 2 separate species, C3H11N3 in total at a distorted geometry (the ωB97M-V functional and the def2-TZVPD basis).

energy relative to the best compared isomer or geometry (same formula, charge and spin): 140.3 kcal per mole
HOMO energy (spin up / spin down): -8.698 / -7.426 eV
orbital gap (spin up / spin down): 9.3 / 7.1 eV

The geometry in XYZ format:
```
17
Properties=species:S:1:pos:R:3:mulliken_charge:R:1
C -1.889 -0.796 0.768 -0.969
N 0.399 -0.787 0.261 -0.133
N 1.672 -0.676 0.875 -0.644
H 0.329 -1.686 -0.210 0.257
H 1.546 -0.472 1.858 0.190
H 2.245 -1.501 0.756 0.225
H -2.159 0.214 1.045 0.346
H -2.507 -1.265 0.013 0.350
H -1.581 -1.434 1.581 0.281
C 0.253 1.654 -0.308 -1.414
C 0.087 0.231 -0.839 0.734
N 0.679 -0.146 -1.991 -0.711
H 1.095 0.654 -2.469 0.248
H -1.053 -0.019 -0.781 0.119
H -0.137 2.356 -1.046 0.405
H -0.287 1.803 0.629 0.355
H 1.308 1.869 -0.141 0.362
```


Entry from OMol25: a cluster of 2 separate species, C3H11N3O in total at a distorted geometry (the ωB97M-V functional and the def2-TZVPD basis).

energy relative to the best compared isomer or geometry (same formula, charge and spin): 100.3 kcal per mole
HOMO energy (spin up / spin down): -7.864 / -7.864 eV
orbital gap (spin up / spin down): 8.4 / 8.4 eV
SMILES: C/N=N\O.CNC

The geometry in XYZ format:
```
18
Properties=species:S:1:pos:R:3:mulliken_charge:R:1
C -0.895 1.589 0.952 -0.675
O -2.614 -0.217 0.139 -0.364
N -1.930 0.515 -0.878 -0.317
N -0.944 1.206 -0.459 -0.007
H -3.333 -0.628 -0.370 0.396
H 0.021 2.159 1.129 0.269
H -0.902 0.718 1.614 0.265
H -1.742 2.235 1.198 0.334
C 1.941 -0.013 -1.002 -0.844
C 0.762 -1.556 0.458 -0.878
N 0.735 -0.789 -0.778 -0.294
H -0.205 -0.519 -1.180 0.414
H 2.827 -0.655 -1.022 0.268
H 2.096 0.718 -0.200 0.258
H 1.870 0.517 -1.956 0.317
H 1.592 -2.269 0.456 0.298
H -0.178 -2.102 0.568 0.287
H 0.897 -0.909 1.331 0.273
```


Entry from OMol25: a cluster of 2 separate species, C3H11N3O in total at a distorted geometry (the ωB97M-V functional and the def2-TZVPD basis).

energy relative to the best compared isomer or geometry (same formula, charge and spin): 96.7 kcal per mole
HOMO energy: -8.732 eV
orbital gap: 9.6 eV
SMILES: [H]/N=C\ONC.CN

The geometry in XYZ format:
```
18
Properties=species:S:1:pos:R:3:mulliken_charge:R:1
C -0.431 -0.468 1.289 0.382
C 0.248 -1.602 -1.499 -0.473
C 0.841 2.099 -0.209 -0.857
N -0.143 -2.266 -0.268 -0.344
N -0.382 1.329 -0.019 -0.517
N -1.087 0.152 2.210 -0.809
O -1.011 -1.446 0.509 -0.293
H 0.680 -2.456 0.308 0.285
H -0.999 1.387 -0.825 0.191
H 0.653 -0.605 1.402 0.327
H -1.995 -0.240 2.437 0.227
H -0.888 1.592 0.886 0.340
H -0.646 -1.463 -2.106 0.223
H 0.716 -0.621 -1.344 0.065
H 0.942 -2.260 -2.022 0.357
H 0.655 3.172 -0.317 0.316
H 1.477 1.951 0.663 0.293
H 1.370 1.747 -1.096 0.288
```


Entry from OMol25: a cluster of 3 separate species, C3H11N3O in total at a distorted geometry (the ωB97M-V functional and the def2-TZVPD basis).

energy relative to the best compared isomer or geometry (same formula, charge and spin): 169.0 kcal per mole
HOMO energy (spin up / spin down): -8.454 / -6.684 eV
orbital gap (spin up / spin down): 9.0 / 6.5 eV

The geometry in XYZ format:
```
18
Properties=species:S:1:pos:R:3:mulliken_charge:R:1
C 0.687 -0.179 -0.491 0.205
C -1.434 0.288 -0.891 -0.750
C -2.186 0.731 0.321 -0.882
N 0.128 -1.243 0.081 -0.366
N 2.601 -1.179 -0.085 -0.736
N 1.056 0.942 0.306 -0.677
O -0.055 -1.116 1.392 -0.267
H 0.312 -0.218 1.622 0.402
H 0.897 -0.266 -1.545 0.517
H 2.669 -1.943 -0.757 0.208
H 2.692 -1.633 0.825 0.214
H 0.681 1.812 -0.053 0.217
H 2.071 0.959 0.336 0.276
H -1.110 1.072 -1.573 0.398
H -1.815 -0.582 -1.412 0.365
H -2.327 -0.089 1.028 0.265
H -1.681 1.546 0.844 0.261
H -3.187 1.097 0.051 0.351
```


Entry from OMol25: a cluster of 2 separate species, C3H11N3O in total at a distorted geometry (the ωB97M-V functional and the def2-TZVPD basis).

energy relative to the best compared isomer or geometry (same formula, charge and spin): 45.8 kcal per mole
HOMO energy: -8.831 eV
orbital gap: 9.8 eV
SMILES: N/C=C/N.NCO

The geometry in XYZ format:
```
18
Properties=species:S:1:pos:R:3:mulliken_charge:R:1
C 0.298 1.940 0.630 -0.196
C 0.547 0.919 1.435 -0.275
N 0.497 1.034 2.867 -0.611
N 0.402 1.893 -0.794 -0.484
H 0.087 2.916 1.065 0.296
H 0.890 -0.039 1.049 0.308
H 1.406 0.769 3.231 0.263
H -0.174 0.396 3.240 0.254
H 1.343 2.104 -1.116 0.221
H -0.195 2.603 -1.179 0.250
N 0.370 -1.599 -0.656 -0.545
C -1.002 -1.763 -1.073 -0.319
O -1.045 -2.152 -2.454 -0.540
H 0.844 -2.408 -1.066 0.256
H 0.727 -0.813 -1.186 0.204
H -1.475 -2.521 -0.443 0.327
H -1.578 -0.845 -0.924 0.302
H -1.942 -2.434 -2.625 0.288
```